# 1
5 unconnected molecules or ions with the total composition C6H19NO5 at a distorted geometry, computed with ωB97M-V/def2-TZVPD.

* maximum force: 4.7 eV/A
* HOMO-LUMO gap: 9.86 eV
* total energy: -670.94303 Eh
* relative energy (zero: lowest compared OMol25 entry of this formula, charge and spin): 26.0 kcal/mol
* M: 185.22 g/mol

Geometry as ORCA input:
```
! wB97M-V def2-TZVPD RIJCOSX def2/J DEFGRID3
* xyz 0 1
C 0.290 3.320 -0.289
C 0.581 1.883 -0.590
N 0.297 1.045 0.474
C -0.031 1.492 1.878
C -0.266 0.203 2.651
C 0.792 -0.720 2.075
C 0.826 -0.303 0.544
O 0.836 1.355 -1.659
H -0.079 3.548 0.680
H 1.221 3.934 -0.365
H -0.390 3.742 -1.028
H 0.866 2.154 2.038
H -1.068 2.051 1.831
H -0.229 0.320 3.730
H -1.309 -0.057 2.382
H 1.765 -0.493 2.581
H 0.646 -1.786 2.084
H 1.979 -0.153 0.365
H 0.454 -1.035 -0.122
H -0.885 -1.826 -1.572
H -1.795 -2.979 -1.943
O -1.627 -2.352 -1.233
H 2.934 -3.169 -1.325
H 1.734 -2.547 -1.848
O 2.051 -3.447 -1.601
H -3.026 -0.862 -0.951
H -3.793 -0.747 0.282
O -3.420 -0.163 -0.388
H -0.066 -0.349 -3.402
H 0.560 -0.819 -2.249
O 0.154 -1.241 -3.032
*
```

***

# 2
A molecular structure, C6H19Na2O9P2 at a distorted geometry, computed with ωB97M-V/def2-TZVPD.

* maximum force: 1.9 eV/A
* HOMO-LUMO gap: 7.74 eV
* total energy: -1924.48355 Eh
* relative energy (zero: lowest compared OMol25 entry of this formula, charge and spin): 0.0 kcal/mol
* M: 343.14 g/mol

Geometry as ORCA input:
```
! wB97M-V def2-TZVPD RIJCOSX def2/J DEFGRID3
* xyz 1 1
Na 0.303 -0.935 4.451
Na 2.343 2.054 4.770
O 0.896 1.008 3.402
H 0.336 0.847 2.649
C 5.399 -0.093 -1.597
O 4.141 -0.539 -1.107
P 2.914 -0.768 -2.131
O 3.060 -1.866 -3.085
O 1.686 -0.903 -1.137
C 1.565 0.040 -0.059
O 2.774 0.691 -2.772
C 2.075 0.958 -3.989
H 6.139 -0.890 -1.539
H 5.741 0.781 -1.045
H 5.330 0.197 -2.649
H 2.352 0.783 -0.084
H 1.506 -0.480 0.899
H 0.579 0.496 -0.181
H 1.397 1.787 -3.791
H 1.538 0.091 -4.373
H 2.797 1.251 -4.753
C -1.201 -2.206 0.527
O -2.575 -1.942 0.252
P -3.151 -0.475 0.517
O -2.603 0.597 -0.312
O -4.693 -0.730 0.414
C -5.629 0.363 0.388
O -2.840 -0.265 2.082
C -2.997 1.019 2.669
H -1.147 -3.130 1.101
H -0.773 -1.392 1.116
H -0.635 -2.311 -0.396
H -5.069 1.273 0.173
H -6.130 0.412 1.353
H -6.391 0.216 -0.372
H -2.151 1.236 3.332
H -3.847 1.021 3.356
H -3.041 1.805 1.919
*
```

***

# 3
2 unconnected molecules or ions with the total composition C6H20BN2O5S2 at a distorted geometry, computed with ωB97M-V/def2-TZVPD.

* maximum force: 4.0 eV/A
* HOMO-LUMO gap: 8.91 eV
* total energy: -1547.31965 Eh
* M: 275.18 g/mol

Geometry as ORCA input:
```
! wB97M-V def2-TZVPD RIJCOSX def2/J DEFGRID3
* xyz 1 1
C 3.542 -1.934 0.157
C 3.540 -1.193 -1.226
N 2.244 -0.475 -1.369
S 2.412 1.217 -1.608
C 3.703 1.966 -0.529
N 3.425 1.840 0.915
B 0.777 1.995 -0.969
O -0.054 2.720 -1.821
O 0.392 1.891 0.379
H 4.488 -2.472 0.369
H 2.752 -2.724 0.109
H 3.265 -1.256 1.001
H 4.435 -0.567 -1.407
H 3.553 -1.994 -2.004
H 1.599 -0.696 -0.609
H 3.676 3.064 -0.754
H 4.724 1.591 -0.774
H 4.271 1.994 1.455
H 3.018 0.935 1.123
H -0.794 2.146 -2.075
H 0.691 1.032 0.703
O -2.621 -2.379 0.418
S -3.668 -1.538 -0.097
O -3.463 -0.726 -1.266
O -4.209 -0.600 1.093
C -3.246 0.170 1.816
C -2.821 1.399 1.036
C -5.135 -2.497 -0.313
H -2.385 -0.448 2.084
H -3.724 0.476 2.746
H -2.256 1.119 0.146
H -2.189 2.043 1.649
H -3.690 1.967 0.703
H -5.318 -3.068 0.595
H -4.971 -3.169 -1.154
H -5.965 -1.827 -0.525
*
```

***

# 4
5 unconnected molecules or ions with the total composition C6H20BrO4 at a distorted geometry, computed with ωB97M-V/def2-TZVPD.

* maximum force: 1.5 eV/A
* HOMO-LUMO gap: 8.75 eV
* total energy: -3115.62977 Eh
* relative energy (zero: lowest compared OMol25 entry of this formula, charge and spin): 15.7 kcal/mol
* M: 236.13 g/mol

Geometry as ORCA input:
```
! wB97M-V def2-TZVPD RIJCOSX def2/J DEFGRID3
* xyz -1 1
Br 4.136 5.070 0.681
C 1.555 8.055 -1.296
C 0.826 6.795 -0.971
C -0.652 6.868 -1.334
O 1.513 5.768 -1.626
H 2.578 7.914 -0.949
H 1.133 8.861 -0.696
H 1.450 8.336 -2.344
H 0.990 6.671 0.099
H -0.884 7.101 -2.373
H -1.093 7.714 -0.806
H -1.144 5.907 -1.186
H 2.141 5.457 -0.970
C 0.568 2.996 0.212
O 1.710 2.839 1.023
H 0.006 2.064 0.158
H -0.117 3.745 0.609
H 0.880 3.251 -0.801
H 2.306 3.592 1.003
C 3.384 4.090 4.484
O 3.889 5.232 3.897
H 2.377 3.819 4.168
H 4.094 3.270 4.380
H 3.354 4.198 5.568
H 3.861 5.063 2.953
C 6.603 8.229 2.014
O 6.073 7.122 2.690
H 7.378 8.028 1.274
H 5.840 8.730 1.418
H 7.088 8.887 2.735
H 5.647 6.569 2.031
*
```